Computed, not measured: a 11-piece molecular cluster, C26H74O11 overall in a non-equilibrium geometry, with the ωB97M-V functional and the def2-TZVPD basis.

```
111
Properties=species:S:1:pos:R:3:forces:R:3
C 9.700950 3.472512 17.696565 -0.646 1.332 -0.475
C 10.438625 4.700131 18.238043 0.677 -0.746 -0.135
C 11.527316 5.210615 17.238453 -0.478 -0.429 -1.220
O 9.450470 5.659285 18.561485 -0.919 -0.480 -0.526
H 9.251914 3.751118 16.705418 0.410 -0.476 0.828
H 8.879067 3.158621 18.354662 0.322 0.053 -0.103
H 10.400331 2.671847 17.600778 0.346 -0.698 -0.277
H 10.919303 4.445065 19.214928 0.117 -0.047 -0.739
H 11.273130 5.253165 16.118729 -0.418 -0.140 1.692
H 12.388583 4.538922 17.240989 -0.006 -0.001 0.357
H 11.884227 6.205752 17.471832 0.093 0.248 0.355
H 9.892503 6.461679 18.771124 0.405 1.173 0.360
C 5.178406 0.596697 15.811197 0.277 -0.980 -0.239
C 6.613210 0.341206 16.314063 -1.019 0.969 -1.029
C 7.572696 -0.247377 15.316646 0.969 -0.523 0.638
O 7.109137 1.584320 16.747424 0.521 1.344 1.383
H 4.515667 0.926779 16.632941 0.363 0.000 -0.449
H 4.765622 -0.327579 15.375053 -0.036 0.224 0.225
H 5.224340 1.322496 14.993704 -0.139 0.150 0.255
H 6.609377 -0.351615 17.103631 -0.170 -0.772 1.156
H 8.547535 -0.414977 15.853781 -0.855 0.046 -0.573
H 7.787845 0.367450 14.459414 -0.149 0.395 -0.366
H 7.182285 -1.212206 14.990643 0.136 -0.025 -0.110
H 6.905177 1.771943 17.702655 0.256 -0.854 -0.920
C 9.896108 4.952673 22.706704 1.600 2.264 -2.137
C 8.721454 4.295644 23.208844 -1.108 -3.005 0.436
C 7.592837 5.215483 23.513866 -1.137 0.576 0.316
O 8.302367 3.235788 22.292417 0.984 -0.320 2.078
H 10.736602 4.350374 22.365735 -0.275 -0.603 0.209
H 10.307174 5.602647 23.479023 -0.052 0.442 -0.195
H 9.579979 5.534444 21.777420 0.550 -0.207 1.140
H 8.985058 3.735669 24.119169 -0.104 0.067 -0.053
H 7.881995 5.929219 24.296062 -0.084 -0.070 -0.184
H 6.683232 4.684063 23.865563 0.570 0.203 -0.139
H 7.302861 5.778077 22.617118 0.088 0.004 0.135
H 7.902206 3.610878 21.525888 -0.757 0.854 -1.274
C 1.904703 3.966493 24.682509 1.502 0.060 0.142
C 3.360134 3.467743 24.960097 -0.187 -0.709 1.497
C 3.527718 2.073409 25.619764 0.967 -0.091 0.271
O 4.028430 3.494843 23.732074 0.380 0.286 -1.012
H 2.059112 4.837439 24.076187 -0.061 0.544 -0.556
H 1.338181 4.320585 25.523815 0.032 -0.155 0.807
H 1.286367 3.291731 24.126204 -0.086 -0.698 -0.339
H 3.856190 4.144985 25.703624 -0.454 0.056 -0.641
H 4.636576 1.907477 25.873559 -1.464 0.244 -0.668
H 3.204160 1.262720 24.924327 0.059 0.502 0.702
H 3.041790 2.036552 26.616463 -0.163 -0.128 -0.724
H 4.839019 2.948353 23.692889 -0.513 -0.080 0.604
C 11.255649 0.953712 21.184277 3.040 -0.554 0.883
C 10.605526 -0.145132 20.437136 -0.379 -1.718 -1.505
O 9.222067 -0.355746 20.697448 -1.143 1.309 0.001
H 10.612158 1.752122 21.254177 -1.719 1.965 0.305
H 12.177408 1.381552 20.680709 -0.907 -0.813 0.347
H 11.573682 0.674541 22.221666 -0.412 0.145 -0.799
H 10.983538 -1.156246 20.635261 0.492 0.377 0.359
H 10.799385 -0.061515 19.349633 -0.354 0.395 0.231
H 8.603055 0.417246 20.516551 1.203 -1.045 0.123
C 5.016475 6.196507 15.923592 1.218 0.945 -1.612
C 5.518805 4.821713 15.646753 -0.021 -0.259 0.312
O 5.781265 4.171424 16.862209 -0.450 1.298 0.781
H 5.687984 6.872149 16.465515 0.201 -0.282 -0.240
H 4.122161 6.149474 16.478458 -1.288 -0.018 0.442
H 4.862167 6.569205 14.882421 -0.307 0.446 0.943
H 6.392551 4.795186 14.985356 -0.008 0.154 0.055
H 4.682384 4.352477 15.136878 -0.047 -0.556 -0.347
H 6.112159 3.316921 16.683078 0.755 -1.779 -0.408
C 8.000817 -4.005023 23.407845 1.828 1.277 0.528
C 8.414703 -3.826704 21.979644 0.898 0.750 -1.060
O 7.785337 -2.703176 21.348964 0.049 -0.287 0.469
H 6.949771 -3.950234 23.601266 -0.673 0.003 -0.245
H 8.498081 -3.140515 23.911226 -0.493 -0.826 0.409
H 8.393738 -4.963436 23.753915 0.020 0.164 0.286
H 8.097229 -4.668634 21.436573 -0.314 -1.243 -0.909
H 9.548782 -3.761884 21.829519 -1.372 -0.042 0.578
H 8.452307 -2.071463 21.062722 0.046 0.389 0.026
C 4.973085 4.520118 20.666280 0.804 2.316 0.855
C 6.126604 5.224685 20.004712 0.001 0.485 -1.232
O 7.191924 4.281407 20.069583 1.887 0.385 -0.723
H 4.614633 3.810675 20.010686 -0.749 -2.127 -0.927
H 4.189886 5.226721 20.815446 -0.857 0.627 0.040
H 5.239511 4.229688 21.681744 0.042 -0.598 -0.256
H 6.363963 6.175194 20.524595 0.164 -0.462 -0.147
H 6.002185 5.441572 18.893395 -0.390 -0.118 1.461
H 7.965799 4.637822 19.547353 -0.945 -0.320 0.553
C 3.748877 -4.379383 20.470727 -0.750 0.538 -1.026
C 5.091269 -4.441240 21.094689 1.303 -1.012 -0.069
O 6.034654 -5.179065 20.267562 -0.121 0.804 0.427
H 3.176489 -5.338441 20.472188 0.272 0.812 0.419
H 3.970846 -4.177184 19.399970 -0.549 0.236 0.510
H 3.218253 -3.502063 20.938279 -0.011 -1.111 -0.623
H 5.046308 -4.893878 22.097795 0.187 0.295 -0.095
H 5.549262 -3.458625 21.110088 -0.074 0.116 0.411
H 5.750578 -6.078956 20.185422 -0.345 -0.757 -0.004
C 7.699521 0.922306 25.561463 0.811 -0.448 2.828
C 7.216283 0.808184 24.191683 1.289 -1.038 -1.300
O 6.448629 1.859285 23.717850 -1.361 0.404 0.327
H 8.334592 1.796904 25.707175 -0.205 0.284 0.097
H 8.381253 0.066686 25.812491 -0.620 0.483 -0.353
H 6.898042 0.892469 26.335582 0.444 0.269 -0.522
H 6.693845 -0.126654 24.112118 -0.649 -0.364 -0.406
H 8.123442 0.710426 23.570373 -0.327 -0.085 -0.236
H 7.057271 2.540948 23.433311 0.452 0.288 -0.704
C 5.516822 -0.641151 19.678187 -0.455 -0.379 -1.753
C 5.426129 0.777472 20.086288 0.065 1.488 0.437
O 6.697652 1.387420 19.864820 0.903 1.518 -0.522
H 4.481888 -0.995891 19.596310 0.242 -0.399 0.192
H 6.113398 -1.252354 20.335300 0.129 -0.205 0.256
H 5.941919 -0.694870 18.638883 -0.403 -0.105 1.182
H 5.212087 0.866519 21.159105 -0.324 0.032 -0.160
H 4.666937 1.337771 19.495550 0.212 -0.423 0.387
H 6.689024 2.389663 19.921279 -0.275 -1.426 0.221
```
Positions in Å, forces in eV/Å.

**Highest occupied orbital energy**: -0.343 Ha
**F_max**: 3.5 eV/A
**SMILES**: CC(C)O.CC(C)O.CC(C)O.CC(C)O.CCO.CCO.CCO.CCO.CCO.CCO.CCO
**ΔE to the lowest compared entry with this formula, charge and spin**: 1.737 eV
**Lowest unoccupied orbital energy**: 0.5 eV